one.
Formula: C5H10
Source: OMol25
Level of theory: ωB97M-V with the def2-TZVPD basis set

Element x y z (Å)
H: 0.5997 1.8163 -1.5679
H: 2.2252 1.6314 -0.8890
H: 0.9247 2.2661 0.0605
C: -0.7827 -0.3025 -1.0260
C: 0.7441 0.1157 -0.2389
C: -0.3163 0.0021 0.6296
H: -0.3729 -0.1038 -2.0016
H: -1.5815 -1.4322 1.6243
H: -0.1234 -2.1481 0.8027
C: -0.5156 -1.3166 1.3904
H: -1.7474 0.2322 -0.9482
C: 1.1649 1.5095 -0.6821
H: -1.0395 0.7119 1.0592
H: 0.0517 -1.2270 2.3153
H: -1.0650 -1.3482 -1.0171

## Properties
* multiplicity: 1
* HOMO: -7.423 eV

=====

two.
Formula: C5H10
Source: OMol25
Level of theory: ωB97M-V with the def2-TZVPD basis set

Element x y z (Å)
C: -0.6247 -0.4520 -0.7309
H: -0.5497 -0.4388 -1.8659
C: 0.0824 0.8228 1.4080
H: -0.7230 -2.6075 -0.5500
H: 0.6287 0.0144 1.8652
H: 0.8779 -1.9990 -0.4292
H: -1.7465 -0.3424 -0.5533
C: -0.1614 -1.7838 -0.2050
H: -0.2338 -1.7995 0.9007
H: 0.7145 1.4898 -2.0006
C: 0.7570 1.5724 -0.9011
H: 0.5466 1.7756 1.7300
H: -0.9413 0.7086 1.8493
H: 1.2706 2.3353 -0.4043
C: 0.1027 0.7041 -0.1130

## Properties
* multiplicity: 1
* HOMO: -9.241 eV
* SMILES: C=C(C)CC

=====

three.
Formula: C5H10
Source: OMol25
Level of theory: ωB97M-V with the def2-TZVPD basis set

Element x y z (Å)
H: -1.6091 -0.6254 -0.6521
H: 0.9516 -0.6330 1.9483
H: 0.5175 1.2984 -0.8341
C: 1.0056 -0.7295 -0.2673
H: -0.9924 1.2497 1.7448
H: 1.8457 0.6106 -1.7569
H: 0.5055 -1.6571 -0.5931
H: 2.0586 -1.0145 -0.1471
C: -0.8610 0.3598 1.1194
C: 0.8675 0.3861 -1.3276
H: -2.2790 1.0779 -0.4010
C: -1.6793 0.2584 -0.0308
C: 0.5023 -0.2280 1.0437
H: -1.1430 -0.5372 1.7541
H: 0.1883 0.1566 -2.1516

## Properties
* multiplicity: 1
* HOMO (spin up / spin down): -7.255 / -7.598 eV

=====

four.
Formula: C5H10
Source: OMol25
Level of theory: ωB97M-V with the def2-TZVPD basis set

Element x y z (Å)
H: 0.2920 -0.8635 1.8327
H: 0.7273 1.8190 0.3647
H: -1.6239 0.7467 0.0584
C: -1.1732 -0.2338 0.3054
H: -1.1409 -0.5260 -1.9262
C: -0.4237 -0.7569 -1.1228
H: 0.8644 0.8789 -1.8403
H: -1.9474 -0.8760 0.7677
C: -0.0885 0.0285 1.3086
H: 1.8059 -0.5324 -1.2338
H: 1.9665 0.7973 1.1595
C: 0.9986 0.7901 0.5973
C: 0.8827 0.0394 -1.1256
H: -0.2668 -1.8446 -1.0660
H: -0.8732 0.5332 1.9203

## Properties
* multiplicity: 1
* HOMO: -10.002 eV
* SMILES: C1CCCC1

=====

Most stable structure: two